Entry from the OMol25 dataset: C46H36IN13O2S2V as an isolated structure in a non-equilibrium geometry (wB97M-V/def2-TZVPD).

Values from the calculation:
Multiplicity: 4
Molar mass in u: 1044.9
ΔE to the lowest compared entry with this formula, charge and spin in kcal per mole: 29.1
E in eV: -127214.3842

Structure (XYZ):
```
101
Properties=species:S:1:pos:R:3:forces:R:3:lowdin_spin:R:1
V -0.702814 -0.945297 -1.270374 -2.26 0.34 -0.75 2.66
C 0.463343 -4.725154 0.600390 -0.04 -0.05 0.07 0.01
C -0.343542 -3.671887 -0.090754 -0.20 0.03 0.05 0.09
N 0.002145 -2.427385 -0.129671 0.66 -0.70 0.79 -0.02
N 1.108167 -2.041221 0.652267 -0.07 0.19 -0.09 0.01
C 1.144966 -0.717501 0.724378 -0.20 -0.29 -0.03 0.01
O 0.308383 0.067936 0.161040 0.57 0.32 0.39 0.02
C 2.221592 -0.103906 1.547730 0.05 0.01 -0.06 0.00
C 1.942088 1.056144 2.264553 0.05 0.00 -0.02 0.00
C 2.932531 1.663768 3.021165 0.02 -0.36 0.18 0.00
C 4.216655 1.132557 3.038193 -0.08 -0.09 -0.02 0.00
C 4.501909 -0.015428 2.309841 -0.04 0.04 -0.01 0.00
C 3.503867 -0.639862 1.573596 0.02 -0.05 0.09 0.00
C -1.636779 -4.058143 -0.731293 0.13 0.11 0.05 0.01
C -1.916356 -5.384908 -1.043422 0.03 -0.04 -0.05 0.01
C -3.127787 -5.687846 -1.642430 0.01 -0.01 -0.01 0.00
C -4.031196 -4.667279 -1.891789 0.01 -0.03 0.02 0.01
C -3.678923 -3.375457 -1.526353 0.11 -0.03 -0.03 0.00
N -2.514450 -3.076888 -0.966746 0.15 -0.19 0.13 0.03
H 1.251106 -4.268538 1.188376 0.02 0.02 0.00 0.00
H -0.168963 -5.337784 1.245463 0.00 0.00 -0.02 0.00
H 0.918432 -5.392054 -0.138755 -0.01 0.01 0.00 0.00
H 0.944833 1.476861 2.213516 0.04 -0.03 -0.03 0.00
H 2.706432 2.551923 3.599363 0.18 -0.56 0.07 0.00
H 4.993719 1.613668 3.618735 0.01 0.00 0.01 0.00
H 5.503583 -0.425822 2.315532 0.00 -0.01 0.00 0.00
H 3.709359 -1.545145 1.016724 0.01 0.01 -0.01 0.00
H -1.186703 -6.159791 -0.853827 -0.02 -0.01 0.00 0.00
H -3.357921 -6.708215 -1.920719 0.00 0.00 0.01 0.00
H -4.989876 -4.863496 -2.352136 0.01 0.01 -0.02 0.00
H -4.347926 -2.540197 -1.707640 0.01 0.01 0.01 0.00
S -2.566567 0.028151 -3.247910 0.19 -0.13 0.18 0.01
C -2.062196 -1.508413 -3.785751 -0.10 0.14 -0.08 0.01
N -1.125764 -2.188496 -3.175376 -0.05 -0.10 0.03 0.01
C -0.822799 -3.376218 -3.817233 0.00 0.13 0.12 0.00
C 0.185277 -4.266563 -3.453025 0.04 -0.04 0.04 0.00
C 0.359560 -5.424054 -4.189987 -0.04 -0.01 -0.02 0.00
C -0.451417 -5.701220 -5.293981 0.01 0.05 0.03 0.00
C -1.436428 -4.807860 -5.685206 0.04 0.01 0.02 0.00
C -1.611102 -3.646778 -4.942403 -0.04 -0.03 -0.10 0.00
S -2.709729 -2.323837 -5.199788 -0.09 0.00 -0.06 0.01
H 0.821943 -4.043489 -2.604552 -0.03 -0.01 0.00 0.00
H 1.137214 -6.122902 -3.909045 0.01 0.00 -0.02 0.00
H -0.297817 -6.610584 -5.859683 0.00 0.00 0.00 0.00
H -2.044240 -5.001601 -6.559627 -0.01 -0.02 0.02 0.00
C -3.524129 -0.005852 3.557690 -0.11 -0.03 -0.07 0.00
N -3.222704 -0.004289 2.142761 -0.26 -0.02 -0.02 0.00
C -2.205110 -0.586064 1.513102 0.14 -0.34 -0.06 0.01
N -2.344891 -0.460037 0.212016 -0.24 0.40 -0.16 0.01
C -3.501805 0.250865 0.092465 0.08 0.01 0.07 0.01
N -4.066598 0.552460 1.239386 0.06 -0.17 0.09 0.00
C -3.169154 1.275434 4.256051 -0.26 0.00 0.25 0.00
C -3.970234 1.745652 5.290670 0.10 0.11 0.04 0.00
C -3.568157 2.840166 6.050290 0.15 -0.03 -0.16 0.00
C -2.360577 3.466911 5.773533 -0.16 -0.12 0.04 0.00
C -1.581278 3.006879 4.714956 0.11 0.35 0.25 0.00
C -1.991626 1.928875 3.956428 0.23 -0.16 -0.26 0.00
C -0.288213 3.639831 4.452557 -0.16 -0.08 0.20 0.00
N 0.507287 4.191520 5.297940 0.31 0.19 -0.18 0.00
N 1.623512 4.608949 4.559863 -0.20 -0.07 0.27 0.00
C 1.399364 4.257542 3.345220 -0.04 0.44 -0.24 0.00
O 0.204482 3.639858 3.194595 -0.12 -0.03 -0.14 0.00
C 2.243984 4.423968 2.161707 -0.03 0.33 -0.08 0.00
C 3.627294 4.442026 2.301887 0.05 0.29 -0.18 0.00
C 4.420449 4.519966 1.169616 -0.02 0.03 0.09 0.00
C 3.838161 4.587073 -0.088795 -0.02 0.04 0.01 0.00
C 2.456220 4.613768 -0.227228 0.00 -0.09 -0.02 0.00
C 1.837218 4.750662 -1.598815 -0.09 -0.06 0.01 0.00
N 0.500807 4.187748 -1.676157 0.07 0.06 0.04 0.00
C 0.088986 2.931470 -1.437532 0.05 -0.01 -0.01 0.00
N -1.223320 2.856302 -1.511564 0.07 0.07 0.00 0.00
C -1.574623 4.137149 -1.797420 -0.04 0.02 -0.01 0.00
N -0.570598 4.983307 -1.897319 -0.02 -0.14 0.01 0.00
C 1.660481 4.525670 0.905220 -0.01 -0.01 0.11 0.00
H -2.964974 -0.828048 4.009461 0.01 -0.02 -0.07 0.00
H -4.583396 -0.227699 3.674403 -0.02 0.01 -0.03 0.00
H -1.410924 -1.112796 2.020667 0.02 0.04 -0.01 0.00
H -3.920325 0.537764 -0.857503 0.06 0.01 0.00 0.00
H -4.909540 1.250774 5.508477 0.02 0.00 0.01 0.00
H -4.193049 3.198923 6.857101 0.00 0.00 -0.01 0.00
H -2.010219 4.302573 6.363443 -0.03 0.01 0.00 0.00
H -1.366712 1.576640 3.142557 -0.02 0.03 0.01 0.00
H 4.064059 4.379319 3.289792 0.01 -0.02 -0.02 0.00
H 5.498031 4.507539 1.264817 0.00 0.00 0.00 0.00
H 4.467178 4.624593 -0.970893 0.00 0.00 0.00 0.00
H 2.479608 4.283589 -2.346194 0.00 -0.02 -0.02 0.00
H 1.724298 5.801187 -1.863667 0.00 0.00 -0.03 0.00
H 0.763712 2.122380 -1.198476 -0.03 -0.02 0.08 0.00
H -2.596269 4.452252 -1.935418 0.01 0.00 0.00 0.00
H 0.580726 4.533197 0.817882 0.01 -0.04 -0.02 0.00
I 4.984122 -2.149135 -2.698476 0.04 -0.01 0.01 0.00
C 3.243274 -1.069781 -3.052115 0.03 -0.07 0.04 0.00
C 3.182846 -0.105596 -4.040523 -0.01 0.01 0.00 0.02
C 1.976594 0.550153 -4.220623 -0.04 0.03 -0.05 0.00
C 0.896401 0.227967 -3.420038 0.14 0.07 0.02 0.02
N 0.965778 -0.690924 -2.442708 1.20 0.37 -0.77 0.01
C 2.126680 -1.334044 -2.277175 -0.03 -0.01 0.03 0.02
H 4.044235 0.122649 -4.653355 0.00 0.00 0.00 0.00
H 1.864483 1.309140 -4.982301 -0.01 -0.01 -0.02 0.00
H -0.062093 0.715510 -3.552934 -0.05 -0.02 0.04 0.00
H 2.164473 -2.075708 -1.490754 -0.01 0.01 0.03 0.00
```
Positions in Å, forces in eV/Å.